DFT (ωB97M-V/def2-TZVPD) results for 2 unconnected molecules or ions with the total composition C3H9O2P in a non-equilibrium geometry.

## Properties
E_LUMO (alpha / beta), Eh: -0.0292 / 0.0020
Highest occupied orbital energy (alpha / beta), eV: -8.9 / -8.0
Net charge: 0
2S+1: 1
Kohn-Sham gap (alpha / beta), eV: 8.10 / 8.01
ΔE to the lowest compared entry with this formula, charge and spin, kcal per mole: 156.6

Last column: Löwdin charge in e.
Element x y z (Å)
P (0.587, 0.257, 0.147)  0.84
O (2.074, 1.081, -0.058)  -0.32
O (1.131, 1.752, 0.856)  -0.31
C (1.029, -1.019, 1.382)  -0.22
C (0.533, -0.788, -1.523)  -0.17
C (-2.567, 1.415, -0.067)  0.06
H (1.390, -1.945, 0.844)  0.05
H (0.761, -1.769, -1.115)  0.01
H (-0.430, -0.591, -1.987)  0.02
H (-2.380, 2.022, -0.860)  -0.06
H (0.260, -1.436, 2.003)  0.03
H (1.897, -0.696, 1.920)  0.04
H (-2.345, 1.517, 0.990)  -0.02
H (1.311, -0.385, -2.198)  0.04
H (-3.250, 0.587, -0.334)  -0.01